1.
Computed, not measured: C25H41F3O2P2W as an isolated structure, with ωB97M-V/def2-TZVPD.

Structure (XYZ):
```
74
Properties=species:S:1:pos:R:3:mulliken_spin:R:1
W -0.2848 -0.2187 2.1653 1.296
C -1.8802 -0.9243 3.6539 -0.011
C -1.4810 -1.9844 2.7592 0.019
C 0.3784 -1.3536 3.9849 0.075
C -0.7365 -0.4916 4.3705 -0.042
C -0.0801 -2.2741 3.0082 0.088
C -3.2809 -0.4379 3.8522 0.001
H -3.8800 -0.5422 2.9437 0.001
H -3.3038 0.6102 4.1625 0.000
H -3.7678 -1.0284 4.6393 -0.002
C -0.6708 0.5658 5.4260 -0.011
H -1.5520 1.2120 5.3959 0.002
H 0.2171 1.1884 5.2781 -0.001
H -0.6157 0.1127 6.4249 0.000
C 1.7260 -1.3500 4.6302 -0.009
H 1.6750 -1.9011 5.5794 -0.001
H 2.0603 -0.3302 4.8296 0.000
H 2.4735 -1.8322 3.9958 -0.001
C 0.6928 -3.4293 2.4514 -0.013
H 0.5774 -4.3104 3.0965 0.007
H 1.7593 -3.1997 2.3862 -0.005
H 0.3434 -3.7099 1.4540 0.001
C -2.4081 -2.8525 1.9640 -0.010
H -2.6929 -3.7362 2.5507 0.003
H -1.9408 -3.2068 1.0413 0.002
H -3.3255 -2.3233 1.6970 -0.002
C -0.8259 1.6948 1.1727 0.184
C -1.9515 0.8587 1.1988 0.073
C -2.4881 0.1170 -0.0085 0.017
C -1.3687 -0.6088 -0.7722 -0.013
C -0.2557 -1.0685 0.1658 -0.014
C 0.9418 -0.3428 0.3719 0.273
C 1.1973 1.0114 -0.2508 0.062
C 0.0096 1.9886 -0.0632 0.000
H -3.0297 0.8139 -0.6675 0.004
H -0.9477 0.0411 -1.5459 0.007
H -3.2270 -0.6150 0.3343 -0.003
H -0.6378 1.9790 -0.9476 0.007
H -0.7461 2.4273 1.9684 -0.019
H -2.6912 1.0725 1.9659 -0.003
H 0.4019 3.0058 0.0229 0.007
H 2.0814 1.4363 0.2281 -0.005
H 1.8372 -0.9056 0.6292 -0.026
H 1.4261 0.8984 -1.3222 0.021
H -1.7812 -1.4790 -1.2946 0.001
H -0.1907 -2.1462 0.2846 0.000
P -0.5380 1.1683 -4.3820 -0.003
C -0.5877 3.0238 -4.3666 0.000
C -1.9188 0.8403 -5.5737 0.000
P 1.8117 -0.6622 -5.1831 0.001
C 0.9053 0.9275 -5.5361 0.000
C 1.2631 -1.6406 -6.6622 0.000
C 3.5013 -0.1659 -5.7605 0.000
H 0.2771 3.4089 -3.8170 0.000
H -1.4924 3.3571 -3.8473 0.000
H -0.5835 3.4441 -5.3797 0.000
H -1.8341 1.4550 -6.4783 0.000
H -2.8770 1.0500 -5.0879 0.000
H -1.9008 -0.2154 -5.8599 0.000
H 3.4838 0.2380 -6.7803 0.000
H 4.1661 -1.0351 -5.7322 0.000
H 3.9006 0.5958 -5.0845 0.000
H 1.5860 1.7826 -5.4229 0.000
H 0.5553 0.9029 -6.5774 0.000
H 1.8308 -2.5760 -6.7080 0.000
H 1.4101 -1.0887 -7.5985 0.000
H 0.2032 -1.8949 -6.5605 0.000
F 3.0854 3.0020 4.6814 0.000
C 3.2824 2.2007 3.5666 -0.003
F 4.0862 2.8664 2.6689 -0.001
F 3.9031 1.0330 3.9581 0.001
C 1.9498 1.9240 2.9379 -0.005
O 1.2511 2.9631 2.5761 0.040
O 1.5258 0.6616 2.8006 0.013
```

gap between HOMO and LUMO (spin up / spin down)	2.569 / 2.588	eV
energy above the lowest of the compared OMol25 structures with the same formula, charge and spin	0.0	kcal/mol
DFT total energy	-59222.6194	eV
2S+1	3
net charge	+2

***

2.
Computed, not measured: C25H41O14V as an isolated structure, with ωB97M-V/def2-TZVPD.

Structure (XYZ):
```
81
Properties=species:S:1:pos:R:3:mulliken_spin:R:1
O -1.8174 3.1622 -1.6876 -0.422
V -0.5316 2.5332 -2.4875 1.849
C 0.1042 0.6105 0.4448 0.036
O 0.0811 1.1123 -0.8875 -0.449
H 0.9590 -0.0354 0.6451 -0.049
H 0.1370 1.3641 1.2316 -0.007
H -0.7706 0.0401 0.7571 0.005
O 3.4120 -1.2305 1.0150 -0.001
C 3.4593 -1.2152 2.2218 0.001
O 4.0549 -2.0958 3.0354 0.000
C 4.8787 -3.0659 2.4719 0.000
C 4.0088 -4.2760 1.9262 0.000
C 2.7348 -0.1293 2.9853 -0.002
H 5.5314 -3.4403 3.2606 0.000
H 5.6096 -2.6835 1.7594 0.000
H 4.7162 -4.9946 1.5120 0.000
H 3.2937 -4.0001 1.1512 0.000
H 3.4361 -4.8395 2.6627 0.000
H 2.5597 0.7833 2.4154 0.000
H 3.3843 0.1460 3.8162 0.000
H 1.8120 -0.5937 3.3329 0.001
O -6.9480 0.7610 0.5005 0.000
C -5.7121 0.9098 0.6278 0.000
O -4.8603 -0.0082 0.1640 0.000
C -3.5944 0.1715 0.5856 0.000
C -3.5293 1.6340 1.0888 0.000
C -5.0246 2.0601 1.2340 0.000
H -2.9719 -0.0048 -0.2917 0.002
H -3.4128 -0.5503 1.3819 0.000
H -3.0481 2.2073 0.2964 0.006
H -2.8832 1.7290 1.9616 0.000
H -5.1979 3.0627 0.8431 0.000
H -5.3427 2.1872 2.2688 0.000
O -0.6370 -4.1583 0.5812 0.000
C -0.9332 -3.6251 1.6464 0.000
O -2.1067 -3.3699 1.9464 0.000
C -2.1468 -2.6361 3.1427 0.000
C -0.8370 -2.9375 3.8257 -0.001
C 0.0322 -2.9979 2.6202 0.002
H -3.0090 -2.9108 3.7504 0.000
H -2.2713 -1.5796 2.9050 0.000
H -0.9698 -3.8814 4.3543 0.000
H -0.4822 -2.0893 4.4112 0.000
H 0.9554 -3.5635 2.7459 0.000
H 0.3323 -2.0150 2.2572 -0.002
O 0.9978 1.5679 -3.6033 0.012
C 1.6991 0.9519 -4.4012 0.009
O 1.0704 -0.0275 -4.9861 0.000
C 1.9310 -0.9034 -5.6224 0.000
C 3.3703 -0.4473 -5.2590 0.000
C 3.1871 0.9879 -4.7130 -0.001
H 1.8732 -0.8015 -6.7061 0.000
H 1.7458 -1.9689 -5.4866 0.000
H 3.9550 -0.3264 -6.1709 0.000
H 3.7968 -1.1699 -4.5633 0.000
H 3.3590 1.7556 -5.4674 0.000
H 3.9167 1.1980 -3.9309 0.000
O -1.3979 4.1615 1.3931 0.000
C -0.3677 4.8038 1.4263 0.000
O -0.2624 6.1178 1.3664 0.000
C 1.0760 6.5731 1.4399 0.000
C 1.8792 5.3955 1.9109 0.000
C 1.0204 4.2157 1.4635 0.000
H 1.1245 7.3203 2.2321 0.000
H 1.4362 6.9199 0.4714 0.000
H 1.8740 5.3152 2.9979 0.000
H 2.9194 5.3119 1.5957 0.000
H 0.9866 3.3368 2.1074 0.000
H 1.3641 3.9005 0.4783 0.002
O -1.9052 0.8653 -3.4217 0.004
C -2.2147 -0.2530 -3.1569 -0.004
O -3.5172 -0.5952 -3.0346 0.000
C -3.6563 -1.9773 -2.6854 0.000
C -2.2829 -2.6143 -2.9172 0.000
C -1.3173 -1.4012 -2.8499 0.004
H -4.4227 -2.5314 -3.2273 0.000
H -3.9971 -2.0835 -1.6556 0.000
H -2.2714 -3.0559 -3.9137 0.000
H -2.0218 -3.3419 -2.1488 0.000
H -0.4839 -1.4479 -3.5507 0.002
H -0.9192 -1.2986 -1.8404 0.001
```

gap between HOMO and LUMO (spin up / spin down)	6.107 / 7.366	eV
energy above the lowest of the compared OMol25 structures with the same formula, charge and spin	35.6	kcal/mol
DFT total energy	-80933.9761	eV
2S+1	2
net charge	+1

***

3.
Computed, not measured: C25H42AlCl3N4O3Si as an isolated structure, with ωB97M-V/def2-TZVPD.

Structure (XYZ):
```
79
Properties=species:S:1:pos:R:3:lowdin_charge:R:1
C 1.2636 -1.6926 -4.5693 -0.048
C 0.6262 -0.5011 -3.9261 -0.206
H 1.5564 -1.4603 -5.6003 0.076
H 0.6009 -2.5640 -4.6109 0.094
H 2.1744 -1.9919 -4.0370 0.078
C 0.0738 0.4721 -4.6789 -0.110
C -0.2891 0.3123 -6.1135 -0.103
H 0.0092 1.4908 -4.3001 0.104
H -0.8242 -0.6226 -6.3292 0.083
H 0.6159 0.3291 -6.7375 0.080
H -0.9354 1.1423 -6.4227 0.071
Al 3.4842 -0.3596 1.7004 -0.901
Cl 3.9530 -1.6611 3.2953 0.319
Cl 1.5109 -1.1474 0.7333 0.502
C 2.4386 2.1680 2.8035 -0.167
O 2.6147 1.1626 2.0355 -0.117
N 1.3211 2.8674 2.7266 -0.128
C 0.2150 2.4518 1.8458 0.007
C 1.2143 4.1586 3.3875 -0.023
H 3.2001 2.4486 3.5514 0.173
H 0.1270 1.3593 1.8529 0.061
H 0.4037 2.8201 0.8225 0.080
H -0.7058 2.9204 2.2285 0.104
H 1.8130 4.1228 4.3034 0.095
H 0.1617 4.3418 3.6283 0.095
H 1.5757 4.9788 2.7439 0.104
H -2.4009 -1.3160 -2.3584 0.082
H -3.1109 0.7840 -3.6278 0.086
C -3.2545 -1.0945 -1.6995 -0.054
C -3.8183 1.0152 -2.8145 -0.067
N -3.4193 0.3395 -1.5875 -0.202
H -3.0804 -1.5278 -0.7172 0.074
C -3.0761 1.0114 -0.4488 -0.337
O -2.5560 0.4999 0.5413 -0.004
H -3.8281 2.0981 -2.6481 0.086
H -3.3034 2.0955 -0.5177 0.131
H -4.1515 -1.5254 -2.1578 0.096
H -4.8111 0.6732 -3.1394 0.091
O -0.0907 -1.3416 -1.6882 -0.218
C 0.7678 -0.4223 -2.4165 -0.285
C -0.5655 1.7407 -2.0581 -0.061
C 0.6040 1.0065 -1.9148 -0.171
H -1.4322 1.2242 -2.4611 0.084
C -0.5894 3.1200 -1.8206 -0.078
H 1.8106 -0.6762 -2.2020 0.116
C 1.7683 1.6646 -1.5375 -0.042
H -1.5354 3.6654 -1.8890 0.102
C 0.6057 3.7829 -1.5259 -0.112
C 1.7913 3.0479 -1.4189 -0.088
H 2.6655 1.0593 -1.4229 0.086
H 0.6208 4.8712 -1.4409 0.101
H 2.7493 3.5420 -1.2664 0.105
Si 0.3366 -2.6672 -0.7976 0.224
Cl 4.8811 0.0737 0.3049 0.386
C -1.3564 -3.5411 -0.7124 -0.192
C 0.6247 -3.8080 0.8043 -0.301
C 1.7663 -3.4669 -1.7040 -0.162
H -2.0275 -3.3446 -1.5565 0.005
H -1.8871 -3.2679 0.2104 0.036
H -1.2001 -4.6294 -0.6732 0.034
H 1.6404 -3.4193 -2.7868 -0.005
H 1.8143 -4.5273 -1.4318 0.037
H 2.7252 -3.0030 -1.4499 0.039
H 1.5993 -3.7137 1.2945 -0.003
H 0.5336 -4.8286 0.4115 0.015
H -0.1614 -3.6671 1.5536 0.017
N -1.2551 -1.3664 7.3571 0.105
C -0.7406 -0.9360 6.1787 -0.331
C 0.6608 -0.8819 5.9947 -0.016
C 1.1539 -0.3400 4.8097 -0.172
N 0.3746 0.0258 3.7865 0.032
C -0.9504 -0.1077 3.9167 -0.130
C -1.5639 -0.5291 5.1007 -0.013
H -0.6456 -1.6565 8.1076 0.101
H -2.2489 -1.3760 7.5348 0.102
H 1.3422 -1.2409 6.7668 0.107
H 2.2303 -0.2404 4.6696 0.042
H -1.5538 0.1285 3.0373 0.098
H -2.6514 -0.5523 5.1778 0.105
```

gap between HOMO and LUMO	7.624	eV
energy above the lowest of the compared OMol25 structures with the same formula, charge and spin	2.1	kcal/mol
DFT total energy	-90757.7068	eV
2S+1	1
net charge	0

***

- What is the formula in the third record?
  C25H42AlCl3N4O3Si

***

- Look up the net charge of the second one.
  +1

***

- Which of these has the lowest net charge?
  C25H42AlCl3N4O3Si